[1]
A structure of composition C3H5LaO3 at a distorted geometry. Source: the OMol25 dataset; level of theory: wB97M-V/def2-TZVPD.

Results
E_LUMO (alpha / beta): -5.13 / -5.20 eV
strongest force on any atom: 2.69 eV/Å
⟨S²⟩: 0.75

Structure (ORCA input):
```
! wB97M-V def2-TZVPD RIJCOSX def2/J DEFGRID3
* xyz 1 2
H -2.425 0.584 -0.089
C -1.359 0.360 -0.059
C -0.543 1.382 0.296
O 0.594 1.355 1.015
C 1.471 0.336 0.699
O 2.663 0.706 1.242
La 0.536 -1.831 -0.041
O -0.387 -2.347 -2.057
H -1.325 -0.516 -0.707
H -1.304 -2.376 -2.326
H -0.957 2.393 0.320
H 3.037 -0.047 1.708
*
```

These are the Mulliken partial charges, in e, on atoms 1 to 6: atom 1 (H): 0.27, atom 2 (C): -0.87, atom 3 (C): 0.16, atom 4 (O): -0.15, atom 5 (C): -0.20, atom 6 (O): -0.40

[2]
A cluster of 10 separate species, C69H151N7O10 in total at a distorted geometry. Source: the OMol25 dataset; level of theory: wB97M-V/def2-TZVPD.

Results
E_LUMO: 0.40 eV
strongest force on any atom: 2.86 eV/Å

Structure (ORCA input):
```
! wB97M-V def2-TZVPD RIJCOSX def2/J DEFGRID3
* xyz 0 1
C -0.292 -4.134 -1.636
C -0.350 -4.932 -2.941
C -1.844 -5.272 -3.210
C 0.165 -4.083 -4.138
C 1.648 -4.065 -4.341
C 2.216 -5.493 -4.386
C 1.883 -6.311 -3.134
C 2.243 -7.748 -3.411
C 2.636 -5.805 -1.921
N 0.419 -6.196 -2.900
O -0.074 -7.116 -1.932
H -1.005 -3.297 -1.679
H -0.528 -4.731 -0.745
H 0.679 -3.665 -1.577
H -2.470 -4.380 -3.352
H -1.978 -5.959 -4.065
H -2.272 -5.842 -2.378
H -0.210 -4.628 -5.040
H -0.320 -3.102 -4.134
H 1.939 -3.452 -5.199
H 2.093 -3.521 -3.469
H 3.292 -5.366 -4.383
H 1.914 -5.981 -5.318
H 3.327 -7.797 -3.501
H 1.830 -8.099 -4.365
H 1.924 -8.401 -2.595
H 2.402 -6.409 -1.041
H 2.381 -4.789 -1.602
H 3.726 -5.865 -2.094
H 0.013 -6.749 -1.058
C 1.754 0.601 4.210
C 3.079 -0.192 4.160
C 4.237 0.756 3.859
C 3.296 -0.859 5.520
C 4.305 -2.021 5.493
C 3.942 -2.994 4.354
C 3.867 -2.378 2.961
C 5.196 -1.968 2.305
C 3.121 -3.456 2.114
N 2.916 -1.240 3.129
O 2.538 -0.705 1.855
H 0.875 -0.028 4.356
H 1.760 1.272 5.073
H 1.628 1.183 3.298
H 5.188 0.298 4.095
H 4.190 1.101 2.820
H 4.182 1.635 4.477
H 3.575 -0.107 6.259
H 2.335 -1.254 5.877
H 5.330 -1.627 5.346
H 4.362 -2.479 6.491
H 2.916 -3.351 4.577
H 4.619 -3.853 4.304
H 5.023 -1.296 1.475
H 5.808 -2.816 1.970
H 5.778 -1.414 3.061
H 3.756 -4.347 2.061
H 2.902 -3.164 1.073
H 2.187 -3.757 2.589
H 3.264 -0.276 1.337
C 0.022 2.700 -7.630
C -0.064 1.694 -6.467
C -1.348 2.035 -5.732
C -0.033 0.257 -7.033
C 0.178 -0.859 -6.045
C 1.430 -0.492 -5.274
C 1.614 0.918 -4.664
C 0.922 1.174 -3.301
C 3.147 1.079 -4.451
N 1.201 1.890 -5.676
O 1.322 3.263 -5.294
H 0.906 2.525 -8.228
H -0.885 2.489 -8.200
H -0.045 3.762 -7.358
H -2.250 1.870 -6.321
H -1.497 1.442 -4.827
H -1.246 3.083 -5.423
H -1.021 0.120 -7.504
H 0.760 0.246 -7.787
H -0.680 -0.997 -5.371
H 0.304 -1.795 -6.567
H 2.243 -0.568 -6.027
H 1.570 -1.253 -4.492
H 0.640 2.210 -3.073
H 1.614 0.928 -2.474
H 0.003 0.560 -3.147
H 3.678 1.038 -5.392
H 3.465 0.227 -3.831
H 3.471 1.964 -3.883
H 2.109 3.574 -5.762
C 6.672 5.146 0.450
C 6.932 3.680 0.000
C 7.985 3.689 -1.141
C 7.286 2.808 1.178
C 7.205 1.351 0.926
C 5.823 1.038 0.452
C 5.395 1.791 -0.760
C 5.958 1.294 -2.141
C 3.879 1.638 -0.804
N 5.608 3.223 -0.498
O 5.046 4.092 -1.624
H 7.525 5.418 1.062
H 6.591 5.852 -0.383
H 5.827 5.233 1.130
H 7.562 3.998 -2.092
H 8.804 4.354 -0.857
H 8.486 2.747 -1.275
H 8.279 3.060 1.557
H 6.548 3.072 1.960
H 7.847 1.104 0.080
H 7.538 0.799 1.827
H 5.097 1.220 1.230
H 5.704 -0.004 0.136
H 5.655 2.007 -2.906
H 5.447 0.370 -2.345
H 7.027 1.092 -2.167
H 3.374 1.947 0.122
H 3.654 0.596 -1.073
H 3.441 2.288 -1.577
H 4.378 4.593 -1.141
C -4.283 -4.628 1.395
C -3.529 -4.013 2.565
C -3.616 -2.512 2.368
C -4.234 -4.494 3.833
C -3.488 -4.246 5.133
C -2.116 -4.843 5.021
C -1.310 -4.394 3.867
C -0.952 -2.951 4.013
C -0.062 -5.275 3.762
N -2.222 -4.654 2.676
O -1.455 -4.506 1.390
H -4.050 -4.267 0.402
H -4.206 -5.708 1.363
H -5.322 -4.394 1.646
H -4.614 -2.222 2.017
H -3.394 -1.959 3.279
H -2.825 -2.163 1.689
H -5.245 -4.091 3.868
H -4.459 -5.564 3.731
H -3.391 -3.159 5.330
H -4.108 -4.689 5.909
H -2.267 -5.915 4.920
H -1.507 -4.644 5.920
H -1.682 -2.487 4.691
H -0.892 -2.412 3.066
H 0.039 -2.859 4.519
H 0.569 -5.042 4.636
H 0.527 -5.098 2.845
H -0.257 -6.358 3.792
H -1.061 -3.587 1.376
C -1.347 5.076 -0.756
C -2.163 4.707 -2.021
C -2.196 3.170 -2.195
C -3.610 5.212 -2.089
C -3.760 6.705 -2.377
C -3.051 7.072 -3.690
C -1.583 6.686 -3.633
C -1.064 6.830 -5.090
C -0.712 7.467 -2.638
N -1.532 5.240 -3.271
O -0.175 4.763 -3.417
H -1.542 6.071 -0.347
H -1.517 4.392 0.068
H -0.315 4.998 -1.089
H -1.181 2.748 -2.152
H -2.712 2.684 -1.352
H -2.669 2.945 -3.141
H -4.260 4.648 -2.765
H -4.002 4.930 -1.107
H -4.808 7.031 -2.377
H -3.233 7.195 -1.549
H -3.147 8.139 -3.934
H -3.511 6.488 -4.500
H -1.484 6.088 -5.782
H 0.008 6.752 -5.165
H -1.287 7.832 -5.475
H -0.455 8.471 -2.980
H 0.204 6.898 -2.516
H -1.145 7.588 -1.660
H -0.097 4.260 -4.228
C -3.939 -0.387 6.279
C -3.842 1.101 6.529
C -4.719 1.454 7.763
C -2.417 1.617 6.819
C -1.502 1.705 5.631
C -2.133 2.590 4.569
C -3.537 2.114 4.133
C -4.194 3.265 3.415
C -3.440 0.857 3.294
N -4.325 1.908 5.398
O -5.665 1.433 5.048
H -3.214 -0.728 5.531
H -3.744 -0.928 7.214
H -4.908 -0.645 5.849
H -5.728 1.011 7.750
H -4.252 1.121 8.685
H -4.721 2.552 7.822
H -2.479 2.608 7.289
H -1.991 1.016 7.637
H -0.541 2.165 5.882
H -1.347 0.668 5.268
H -1.472 2.566 3.694
H -2.172 3.649 4.877
H -3.521 3.515 2.560
H -4.150 4.141 4.064
H -5.184 3.165 2.959
H -3.299 1.045 2.240
H -4.392 0.341 3.405
H -2.687 0.149 3.664
H -6.246 2.166 5.292
C -5.502 0.889 0.306
C -6.204 1.448 -0.879
O -5.505 2.628 -1.254
H -5.605 1.617 1.108
H -4.453 0.677 0.125
H -5.929 -0.099 0.501
H -7.273 1.618 -0.594
H -6.234 0.802 -1.780
H -5.821 2.911 -2.130
C -4.267 -1.757 -2.270
C -5.353 -2.715 -1.745
O -6.596 -2.263 -2.245
H -4.531 -0.717 -2.006
H -4.203 -1.814 -3.346
H -3.312 -1.984 -1.784
H -5.249 -2.681 -0.657
H -5.306 -3.788 -2.024
H -7.310 -2.763 -1.877
C -0.487 0.685 0.445
C -0.487 -0.745 -0.013
O -0.173 -1.681 1.044
H -0.942 1.251 -0.367
H 0.534 1.082 0.439
H -1.034 0.916 1.357
H 0.154 -0.865 -0.918
H -1.516 -1.007 -0.279
H 0.706 -1.490 1.441
*
```

These are the Mulliken partial charges, in e, on atoms 1 to 6: atom 1 (C): -1.03, atom 2 (C): 2.26, atom 3 (C): -2.04, atom 4 (C): -1.39, atom 5 (C): -0.16, atom 6 (C): -1.59

[3]
A structure of composition C27H41IrO3Se2. Source: the OMol25 dataset; level of theory: wB97M-V/def2-TZVPD.

Results
E_LUMO (alpha / beta): -9.65 / -11.82 eV
strongest force on any atom: 0.77 eV/Å
⟨S²⟩: 0.77

Structure (ORCA input):
```
! wB97M-V def2-TZVPD RIJCOSX def2/J DEFGRID3
* xyz 3 2
Ir 0.586 0.087 1.389
C -3.690 1.992 2.155
C -2.237 1.778 2.442
C -1.807 0.947 3.441
C -0.432 0.790 3.734
C -0.013 -0.038 4.915
C 0.494 1.648 3.094
C 0.058 2.574 2.095
C 0.954 3.653 1.550
C -1.267 2.520 1.716
H -3.898 1.937 1.085
H -3.986 2.991 2.481
H -4.315 1.272 2.680
H -2.529 0.428 4.058
H 0.836 -0.686 4.697
H -0.833 -0.656 5.276
H 0.287 0.624 5.730
H 1.474 1.768 3.547
H 0.418 4.601 1.548
H 1.254 3.458 0.517
H 1.850 3.779 2.155
H -1.608 3.181 0.928
C 3.427 0.839 -0.559
Se 2.815 1.075 1.263
C 3.882 -0.314 2.134
C 3.454 -1.691 1.722
Se 1.575 -1.919 2.215
C 1.155 -3.355 0.995
H 4.460 1.183 -0.572
H 2.822 1.488 -1.188
H 3.340 -0.191 -0.883
H 3.759 -0.146 3.204
H 4.923 -0.115 1.878
H 4.011 -2.461 2.257
H 3.541 -1.862 0.650
H 1.805 -4.187 1.262
H 1.319 -3.031 -0.024
H 0.116 -3.626 1.152
C -0.118 0.005 -7.204
C 0.031 0.090 -5.721
C -0.085 1.263 -5.017
C 0.075 1.346 -3.597
C 0.033 2.722 -3.047
C 0.296 0.160 -2.825
C 0.479 -1.023 -3.515
C 0.827 -2.352 -2.938
C 0.335 -1.038 -4.952
C 0.258 0.288 -1.310
O 0.883 -0.574 -0.561
O -0.342 1.230 -0.795
H -0.665 0.860 -7.595
H -0.636 -0.909 -7.493
H 0.867 -0.012 -7.676
H -0.295 2.188 -5.541
H 0.255 3.452 -3.823
H 0.685 2.862 -2.190
H -0.984 2.920 -2.684
H 0.877 -2.332 -1.862
H 1.798 -2.662 -3.338
H 0.110 -3.105 -3.274
H 0.460 -1.997 -5.444
C -3.454 -1.747 0.659
C -2.831 -2.800 1.576
C -1.781 -1.998 2.306
O -1.239 -1.112 1.275
C -2.272 -0.879 0.253
H -4.199 -1.159 1.195
H -3.938 -2.190 -0.208
H -2.376 -3.602 0.992
H -3.549 -3.247 2.261
H -0.962 -2.586 2.720
H -2.216 -1.402 3.101
H -1.840 -1.180 -0.701
H -2.488 0.184 0.232
*
```

These are the Mulliken partial charges, in e, on atoms 1 to 6: atom 1 (Ir): 2.94, atom 2 (C): -1.74, atom 3 (C): 0.09, atom 4 (C): -0.88, atom 5 (C): 0.07, atom 6 (C): -1.41